Record 1
# C33H74F8O19P5

A 5-piece molecular cluster, C33H74F8O19P5 overall in a non-equilibrium geometry (the ωB97M-V functional and the def2-TZVPD basis, OMol25).

- Maximum force: 9.55 eV/Å
- Kohn-Sham gap: 6.52 eV
- E_tot: -142488.9380 eV
- Net charge: +1
- Lowest unoccupied orbital energy: -3.577 eV

Cartesian coordinates (Å):
P 10.12367 5.82304 6.73583
P 3.95026 3.17084 1.41817
P 4.05871 8.48863 6.36576
P -6.80360 -0.90009 -0.87913
P 4.85138 -2.95858 -6.73925
F -0.92628 -0.81621 -2.66757
F 2.42561 0.54739 -2.28617
F 1.13896 -0.06159 -4.08918
F -0.20847 -2.70747 1.07222
F -0.02593 0.11850 0.54499
F -0.71257 -3.12393 -1.07616
F 1.53606 -1.32279 -0.20997
F -0.17121 1.09634 -1.76071
O 3.48542 -2.66324 -7.34300
O 5.42008 -3.69161 -8.17881
O 4.49560 -2.17771 -5.25302
O 2.87331 8.34452 7.49021
O -7.53957 -0.29927 -2.30464
O 4.84680 -4.41616 -5.98516
O 4.01634 10.19228 6.53628
O 3.95492 6.80616 6.04254
O 3.75757 1.46807 1.49622
O 11.48726 5.79031 6.05920
O 10.01607 4.11489 6.87099
O -2.67336 -0.51607 -0.42550
O 5.43114 8.38596 7.01642
O 4.09894 3.23740 3.05186
O 10.28876 5.94986 8.36324
O 10.00471 7.52588 6.60156
O 5.31946 3.09317 0.75840
O 3.92073 4.88254 1.33953
O -6.40098 -5.72918 -5.55738
C -7.59861 -1.34072 -3.33271
C -2.21964 -1.66642 0.30434
C -7.27029 -3.31937 0.70666
C 2.80040 5.52012 1.95662
C 6.72718 -4.26983 -8.11605
C -5.45920 -4.67340 -5.28136
C 1.46777 -0.38021 -2.74907
C -7.27258 -7.20759 -3.14912
C 2.96376 7.32848 8.47653
C -5.78833 -7.03446 -5.36773
C 0.11149 -0.29020 -1.90169
C 3.76219 -4.76407 -5.14216
C 9.87900 3.42319 5.63182
C 8.85757 8.12531 7.21481
C -7.29475 -2.71620 -0.76965
C -8.02465 -4.75665 0.75788
C 4.87437 6.32450 5.06384
C -8.26967 -7.03490 -0.65989
C 5.00190 2.36073 3.70824
C -9.04760 -1.48447 -5.48293
C -8.80798 -3.07156 -5.68110
C -7.25128 -7.75396 -1.65323
C 0.21232 -0.87535 -0.42692
C -4.05491 -0.21860 -0.11455
C -7.76106 -0.76742 -4.81285
C -7.93051 -5.47322 -0.66388
C -0.73294 -2.11189 -0.10958
C 2.80410 10.83446 6.13204
C 3.60423 0.82292 0.23192
C 11.24149 5.14186 9.03472
C -4.93649 -0.89104 -1.26483
C 4.34762 -0.76100 -5.33928
C -5.83080 -7.50033 -3.82123
H -5.99805 -3.90954 -4.61363
H -4.50860 -5.05202 -4.77617
H -9.32824 -7.28582 -0.96816
H -9.87049 -1.40968 -4.68724
H 2.90942 1.37689 -0.39608
H -9.13366 -4.52298 0.93023
H -6.37906 -7.80309 -5.95100
H 2.77640 6.56340 1.63827
H 4.41667 -0.34487 -4.33256
H -9.34608 -1.01994 -6.46773
H -6.21867 -3.38286 1.14703
H 2.90363 5.49202 3.04365
H -7.68885 -5.39384 1.62911
H 1.86892 5.03479 1.65879
H 7.94952 7.58375 6.94678
H -8.67403 -4.97368 -1.36484
H 1.86004 -1.43900 -2.73777
H -7.13640 -0.13142 0.27524
H -6.60556 -1.91738 -3.31802
H 8.77419 9.15385 6.86236
H -9.85427 -3.52787 -5.73365
H -8.46894 -2.06570 -3.16730
H 6.69905 -5.20785 -7.55736
H 2.98772 11.90752 6.06611
H -4.18877 0.91566 -0.17012
H 3.37210 -0.51051 -5.75844
H -2.94652 -2.54081 0.31513
H 11.60583 5.69237 9.90437
H -4.27449 -0.61422 0.93059
H 5.38165 2.86373 4.60027
H 7.05881 -4.48359 -9.13282
H -8.23415 -3.54224 -4.82669
H 7.43341 -3.58071 -7.64965
H -7.57796 -8.85326 -1.70795
H 3.20902 -0.17278 0.40156
H 2.47953 7.68947 9.38594
H 10.75797 4.22725 9.38363
H 4.00140 -4.48787 -4.11304
H -6.17722 -7.79694 -1.25340
H -4.74876 -0.38932 -2.26394
H 2.47917 10.46905 5.15609
H 4.90614 6.99894 4.20645
H -7.86600 -2.65088 1.41644
H -8.08798 -7.41748 0.39319
H 8.97475 8.14067 8.30061
H 10.84278 3.36946 5.12373
H -8.33521 -3.23305 -6.69963
H -5.15213 -4.09462 -6.21596
H -7.43130 -6.09088 -3.24953
H -4.59093 -1.98211 -1.33837
H 5.84661 2.08986 3.07271
H 5.13979 -0.32970 -5.95307
H 4.57196 0.73863 -0.26543
H 3.62739 -5.84663 -5.18586
H 2.43017 6.44090 8.13101
H 4.46894 1.46096 4.02100
H 4.53944 5.34197 4.72713
H 2.83205 -4.28259 -5.44967
H 9.14784 3.92135 4.99238
H 5.86978 6.22707 5.50009
H -8.08133 -7.71064 -3.77128
H 2.02030 10.66287 6.87307
H -5.09749 -6.79949 -3.28750
H -2.11900 -1.33803 1.40016
H -6.61006 -3.26446 -1.50290
H -7.84647 0.35856 -4.87865
H 9.53233 2.40952 5.83944
H -6.84860 -5.38199 -1.03409
H -6.87023 -1.12752 -5.43546
H -8.38510 -2.76691 -1.11700
H 3.99871 7.07245 8.70898
H -5.52848 -8.59295 -3.70962
H -4.69942 -6.99636 -5.72443
H 12.09119 4.89252 8.39703

Atomic partial charges in e from the Löwdin method, atoms 1 to 99: 0.700, 0.709, 0.711, 1.100, 0.706, 0.100, 0.040, 0.046, 0.062, 0.106, 0.088, 0.072, 0.075, -0.279, -0.235, -0.276, -0.278, -0.306, -0.276, -0.235, -0.265, -0.257, -0.281, -0.274, -0.171, -0.273, -0.291, -0.278, -0.237, -0.269, -0.238, -0.240, -0.264, -0.085, -0.227, -0.140, -0.136, -0.123, -0.167, -0.201, -0.112, -0.212, -0.249, -0.120, -0.139, -0.134, -0.311, -0.182, -0.124, -0.189, -0.110, -0.231, -0.111, -0.225, -0.225, -0.220, -0.154, -0.235, -0.284, -0.138, -0.138, -0.116, -0.210, -0.133, -0.169, 0.063, 0.095, 0.119, 0.108, 0.063, 0.124, 0.128, 0.090, 0.079, 0.113, 0.113, 0.064, 0.118, 0.079, 0.054, 0.113, 0.184, 0.083, 0.102, 0.091, 0.086, 0.115, 0.082, 0.089, 0.150, 0.079, 0.148, 0.091, 0.132, 0.084, 0.089, 0.049, 0.081, 0.120

---

Record 2
# C33H74N9O4P2S2

A 3-piece molecular cluster, C33H74N9O4P2S2 overall in a non-equilibrium geometry (the ωB97M-V functional and the def2-TZVPD basis, OMol25).

- Maximum force: 6.98 eV/Å
- Kohn-Sham gap (alpha / beta): 7.54 / 7.54 eV
- Expectation value of S²: 0.754
- E_tot: -97263.4207 eV
- Multiplicity: 2
- Net charge: 0
- Lowest unoccupied orbital energy (alpha / beta): -0.309 / -0.309 eV

Cartesian coordinates (Å):
S -4.31799 -0.25045 5.71655
S 3.05631 0.06378 -0.02967
P 8.89286 -3.56011 0.17918
P -3.56944 4.55918 -3.99469
O 8.69315 -3.16333 1.62613
O -5.47125 0.85495 -0.74639
O -3.83086 4.85609 -2.53348
O 4.62542 1.78932 1.38654
N 9.57204 -3.81963 -1.45223
N 7.39097 -2.98837 -0.43189
N -5.02951 5.20965 -4.63098
N -4.89232 0.49064 0.33867
N 3.28588 3.48799 1.71290
N -2.81866 4.40398 -5.60960
N 8.86495 -5.28485 0.46911
N 2.59081 2.53652 0.97636
N -3.64391 2.82189 -3.83610
C 1.12024 -1.41900 2.78335
C 0.55079 0.01147 2.52391
C 9.72566 -5.67811 1.58501
C -4.83071 -0.97341 0.49891
C -3.99809 -1.44273 1.71726
C 7.30318 -1.53206 -0.48325
C -4.08565 -1.51470 -0.76149
C -5.08518 6.66662 -4.57933
C -5.73083 4.73799 -5.80408
C -2.66556 3.13887 -6.30943
C 3.41530 1.57075 0.81314
C -2.46440 0.22586 2.99716
C -4.85490 2.65486 1.43735
C 7.59043 -5.97795 0.58734
C -2.51875 -0.00616 7.85052
C 9.72302 -5.13010 -2.06468
C -4.06196 -1.26297 4.20385
C 1.91601 -1.96235 1.58727
C 10.84005 -3.07444 -1.60905
C 4.45250 3.02075 1.93167
C -2.84495 2.32615 -2.71278
C -3.87780 -0.41219 2.88412
C -6.97968 1.38049 1.50665
C -4.93626 2.14941 -3.82773
C -5.44412 1.21042 1.50963
C -2.67178 0.22131 6.32866
C 6.64438 -3.55764 -1.53241
C 3.22894 -1.19739 1.30314
C -1.81898 0.62998 1.64801
C -5.02974 0.63140 2.89016
C -1.53040 5.12809 -5.65262
C -0.45936 -0.05761 1.36336
C -6.23173 -1.66780 0.47224
H -5.86356 3.65939 -5.80607
H -3.36717 2.43293 -1.75657
H 3.56782 -0.73536 2.23775
H 0.10525 0.38155 3.45543
H -2.45825 0.47118 0.77397
H -1.65163 6.13630 -5.24269
H -4.98218 -1.84494 4.09256
H -2.46096 1.06091 3.70641
H 7.86324 -1.12574 -1.33870
H -4.61385 -1.28327 -1.68720
H 6.87268 -5.44412 1.22239
H -2.46737 1.28197 6.13368
H 10.09843 -4.99661 -3.08389
H 6.26491 -1.20213 -0.55530
H -2.23965 3.33709 -7.29826
H -5.67036 2.65131 -3.18756
H -3.17769 -1.88297 4.39133
H 6.53571 -4.63601 -1.45090
H -1.83795 -0.55205 3.46241
H -5.42322 3.34661 2.06637
H -2.09666 -1.00233 8.01534
H -6.74069 5.15601 -5.81447
H 11.64999 -3.52517 -1.02392
H -7.46895 0.42817 1.74717
H 10.66161 -5.11488 1.57326
H -1.61050 1.71051 1.68684
H -0.75811 4.61677 -5.06595
H -5.90454 0.18826 3.38589
H -4.83322 1.11940 -3.48267
H -6.11242 7.02289 -4.67581
H -0.68775 -1.10766 1.11448
H -6.99830 -1.00462 0.06058
H 10.71381 -2.04125 -1.26875
H 4.03150 -1.86715 0.98011
H 10.42587 -5.77446 -1.53068
H 5.17782 3.57696 2.50869
H 9.24654 -5.50836 2.55514
H 7.73573 -6.97788 1.00060
H -5.24110 5.03099 -6.74444
H -3.80187 2.61226 1.73858
H -3.62645 2.66009 -6.48487
H -1.89794 2.86732 -2.63866
H -2.60727 1.26913 -2.85997
H 1.31192 -2.00282 0.67284
H -5.34360 2.05846 -4.83784
H -0.07062 0.37747 0.43332
H -3.46339 0.11909 8.38711
H -4.47365 -2.34525 2.11718
H -4.47648 7.12202 -5.37540
H 5.62587 -3.16027 -1.52292
H 11.14612 -3.03208 -2.65543
H -4.71451 7.02976 -3.61904
H -1.17408 5.23973 -6.67812
H -6.17886 -2.51047 -0.22733
H -1.80234 0.72296 8.24661
H -2.00194 2.44080 -5.79262
H 7.08120 -3.32463 -2.51409
H 7.70967 -1.08848 0.42768
H -4.72784 1.47880 3.51137
H -7.36776 1.84007 0.59564
H -4.90166 3.03944 0.41104
H 1.68591 -1.44743 3.72306
H 9.98114 -6.73770 1.50588
H -1.90944 -0.34253 5.77865
H 8.76681 -5.63997 -2.15951
H 1.40034 0.66639 2.30524
H -7.22075 2.03808 2.35253
H 0.23274 -2.05930 2.90615
H -3.04357 -1.16940 -0.75475
H -4.03211 -2.60430 -0.62647
H -6.51389 -2.07152 1.44966
H -2.99579 -1.72226 1.36871
H 7.14072 -6.14969 -0.39270
H 2.19044 -3.00103 1.82559

Atomic partial charges in e from the Löwdin method, atoms 1 to 99: 0.883, 0.965, 0.744, 0.745, -0.289, -0.018, -0.286, 0.038, -0.302, -0.321, -0.323, -0.124, 0.053, -0.302, -0.347, 0.057, -0.336, -0.209, -0.189, -0.151, -0.449, -0.062, -0.136, -0.037, -0.143, -0.140, -0.138, -0.711, -0.144, -0.014, -0.135, -0.168, -0.136, -0.415, -0.263, -0.144, -0.185, -0.143, -0.429, -0.034, -0.131, -0.452, -0.551, -0.135, -0.430, -0.176, -0.104, -0.146, -0.201, -0.010, 0.049, 0.063, 0.090, 0.104, 0.089, 0.074, 0.074, 0.109, 0.081, 0.081, 0.088, 0.065, 0.087, 0.064, 0.086, 0.090, 0.085, 0.049, 0.093, 0.087, 0.068, 0.084, 0.078, 0.073, 0.073, 0.114, 0.078, 0.109, 0.071, 0.079, 0.098, 0.079, 0.075, 0.061, 0.083, 0.134, 0.079, 0.081, 0.080, 0.073, 0.069, 0.074, 0.079, 0.095, 0.052, 0.102, 0.058, 0.114, 0.078

---

Q: Number 2 is which compound?
A: C33H74N9O4P2S2

---

Q: Among the records above, which one has the lowest E_tot?
A: C33H74F8O19P5

---

Q: The highest maximum force belongs to which entry?
A: C33H74F8O19P5